(1)
This record from the Open Molecules 2025 dataset describes C35H75AlIO19S5 as an isolated structure in a non-equilibrium geometry. The level of theory is ωB97M-V/def2-TZVPD.

ORCA input file:
```
! RIJCOSX wB97M-V def2-TZVPD def2/J DEFGRID3
* xyz -1 1
C -2.2339 -2.8484 4.4930
C -1.1561 -3.1594 3.9944
C 0.2762 -3.4151 3.4174
Al 1.1362 -1.5289 3.2122
C 0.3891 -0.7564 1.4818
C 0.5703 0.8182 1.3240
C 1.8483 1.2207 0.4552
C 1.6298 1.0291 -1.1088
C 2.2011 2.2604 -1.9685
C 2.8298 1.7343 -3.3651
C 3.0568 2.9021 -4.4505
C 4.5556 3.5130 -4.4233
C 5.4384 2.9806 -5.6366
C 6.9744 3.3987 -5.4505
C 7.8255 3.1227 -6.7833
O 8.9513 2.2712 -6.5100
C 9.3647 1.5097 -7.6509
C 3.1691 -1.7270 3.2476
C 3.7165 -3.1670 2.8685
O 4.3584 -3.0714 1.5474
C 5.3445 -4.0419 1.4869
O 6.0221 -4.0920 0.4698
C 0.5537 -0.4898 4.8956
C 1.6047 0.5486 5.4064
O 2.3912 1.1608 4.7443
I 1.5759 0.9408 7.5968
H -2.9824 -2.2048 5.0212
H 0.8889 -4.0565 4.1309
H 0.2255 -3.8396 2.3754
H -0.7136 -1.0205 1.3521
H 0.9275 -1.2760 0.6157
H 0.7006 1.3658 2.3156
H -0.3811 1.2520 0.8661
H 2.7661 0.6507 0.8103
H 2.0789 2.3137 0.6432
H 0.5284 0.9259 -1.3197
H 2.1704 0.0885 -1.4548
H 3.0530 2.7956 -1.4135
H 1.3156 2.9250 -2.1767
H 2.1717 0.9329 -3.8296
H 3.8089 1.2336 -3.0744
H 2.9169 2.5267 -5.5171
H 2.3353 3.7615 -4.3030
H 4.5600 4.6467 -4.3798
H 5.0435 3.1419 -3.4703
H 5.0809 3.4219 -6.6105
H 5.4063 1.8421 -5.6479
H 7.4357 2.7955 -4.6110
H 6.9695 4.5059 -5.2117
H 7.1299 2.7234 -7.5756
H 8.2498 4.1392 -7.0856
H 9.5094 0.4388 -7.2863
H 10.3813 1.8346 -8.0395
H 8.6077 1.4537 -8.4833
H 3.5493 -1.4838 4.2938
H 3.6052 -0.9092 2.5844
H 2.9265 -3.9687 2.7942
H 4.4369 -3.4762 3.6922
H 5.5424 -4.7789 2.3253
H -0.4853 -0.0314 4.8022
H 0.4445 -1.2721 5.7198
O -4.9174 -0.8013 2.5918
S -5.9494 -0.0711 3.2694
O -6.0253 -0.0175 4.7020
O -7.3822 -0.5303 2.6916
C -7.7058 -1.9230 2.7100
C -8.0944 -2.3930 4.0984
C -5.9761 1.5843 2.6486
H -6.8781 -2.5150 2.3096
H -8.5542 -2.0580 2.0359
H -7.2420 -2.3538 4.7792
H -8.4563 -3.4221 4.0699
H -8.8735 -1.7534 4.5186
H -5.9622 1.5546 1.5598
H -5.0892 2.0949 3.0220
H -6.8730 2.0829 3.0135
O 3.9166 5.8865 -2.0877
S 4.4051 5.7517 -0.7449
O 3.7501 4.9138 0.2144
O 4.6045 7.2146 -0.1010
C 3.4930 8.1143 -0.1028
C 2.4805 7.7590 0.9700
C 6.1122 5.2986 -0.7986
H 3.0268 8.1474 -1.0913
H 3.8938 9.1097 0.0979
H 1.9954 6.8059 0.7529
H 1.7051 8.5250 1.0363
H 2.9673 7.6596 1.9423
H 6.6305 5.9576 -1.4929
H 6.1713 4.2666 -1.1428
H 6.5301 5.3813 0.2035
O -6.5461 1.1048 -0.5333
S -6.7608 0.6473 -1.8756
O -6.6634 1.5328 -2.9997
O -8.1722 -0.1246 -1.9440
C -9.3431 0.5575 -1.4876
C -9.8310 1.5770 -2.5000
C -5.7253 -0.7523 -2.1738
H -9.1626 1.0215 -0.5141
H -10.1136 -0.2022 -1.3442
H -9.1211 2.3993 -2.6034
H -10.7908 1.9965 -2.1919
H -9.9417 1.1196 -3.4854
H -5.8267 -1.4492 -1.3438
H -4.6980 -0.3968 -2.2437
H -6.0232 -1.2168 -3.1125
O -10.8765 -4.4333 4.0608
S -12.0542 -4.7911 4.7972
O -12.8150 -3.8171 5.5243
O -11.7034 -6.0146 5.7798
C -10.6079 -5.8642 6.6901
C -10.9774 -4.9936 7.8761
C -13.1521 -5.6722 3.7287
H -9.7283 -5.4736 6.1716
H -10.3547 -6.8647 7.0448
H -11.1525 -3.9617 7.5673
H -10.1758 -4.9924 8.6170
H -11.8964 -5.3509 8.3456
H -12.5905 -6.4428 3.2039
H -13.5679 -4.9590 3.0183
H -13.9499 -6.1098 4.3268
O 8.6177 -0.7771 -3.7901
S 9.2392 -1.8836 -4.4562
O 8.7392 -2.3988 -5.6991
O 9.3946 -3.0988 -3.4157
C 8.2237 -3.5636 -2.7282
C 7.3478 -4.4189 -3.6233
C 10.9612 -1.5353 -4.6513
H 7.6627 -2.7227 -2.3133
H 8.5712 -4.1648 -1.8869
H 6.9112 -3.8262 -4.4291
H 6.5317 -4.8630 -3.0507
H 7.9327 -5.2157 -4.0883
H 11.3595 -1.1845 -3.7012
H 11.0596 -0.7604 -5.4106
H 11.4694 -2.4418 -4.9766
*
```

Values from the calculation:
LUMO: 1.44 eV
HOMO: -0.1874 hartree
total energy: -145282.9047 eV
frontier orbital gap: 6.54 eV

---

(2)
This record from the Open Molecules 2025 dataset describes a 2-piece molecular cluster, C3H9N overall in a non-equilibrium geometry. The level of theory is ωB97M-V/def2-TZVPD.

ORCA input file:
```
! RIJCOSX wB97M-V def2-TZVPD def2/J DEFGRID3
* xyz -1 2
C -1.9123 -0.0226 -1.1565
C -2.0670 -0.4149 0.1682
H -2.4169 -0.4810 -2.0109
H -1.1596 0.6744 -1.5246
H -2.9221 -1.0260 0.4448
H -1.3942 -0.0525 0.9351
C 1.5340 0.5902 0.8607
N 1.8776 -0.1530 -0.3614
H 1.8768 0.0342 1.7365
H 0.4697 0.7898 0.8933
H 2.0839 1.5331 0.8281
H 2.7793 -0.5740 -0.2295
H 1.2507 -0.8978 -0.5838
*
```

Values from the calculation:
<S²>: 0.75
LUMO (alpha / beta): 4.16 / 4.10 eV
HOMO (alpha / beta): 0.0595 / -0.1000 hartree
total energy: -4743.8790 eV
frontier orbital gap (alpha / beta): 2.54 / 6.82 eV

---

(3)
This record from the Open Molecules 2025 dataset describes a 3-piece molecular cluster, C5H17NO2 overall in a non-equilibrium geometry. The level of theory is ωB97M-V/def2-TZVPD.

ORCA input file:
```
! RIJCOSX wB97M-V def2-TZVPD def2/J DEFGRID3
* xyz 0 1
C 0.1167 1.1715 -1.3375
C 0.2147 -0.4154 -1.4270
N 0.7368 -0.6799 -0.1228
C 0.5022 -1.9974 0.4362
C -0.8448 -2.7507 0.0050
C 2.1656 -0.3042 -0.0796
H -0.5504 1.3937 -0.4993
H 1.1932 1.8130 -1.3866
H -0.4125 1.3918 -2.2376
H 0.7251 -0.8129 -2.3701
H -0.6598 -1.0460 -1.6129
H 0.4625 -1.8459 1.5752
H 1.3424 -2.6780 0.1607
H -1.5572 -1.9503 -0.3472
H -1.3887 -3.4519 0.7095
H -0.7847 -3.2052 -0.8963
H 2.2125 0.3170 0.7951
H 2.2897 0.2825 -0.9460
H 2.8899 -1.2488 -0.0497
H 0.8968 1.9948 2.9383
H -0.2259 1.0403 2.5050
O 0.0024 1.9730 2.6763
H -2.4390 1.4660 -0.7745
H -1.7220 2.8605 -0.7631
O -2.5469 2.3040 -0.3667
*
```

Values from the calculation:
LUMO: 0.77 eV
HOMO: -0.3135 hartree
total energy: -11042.5899 eV
structure (SMILES): CCN(C)CC.O.O
frontier orbital gap: 9.30 eV

---

(4)
This record from the Open Molecules 2025 dataset describes an isolated ion of composition CH2Br3N2 and charge +1 in a non-equilibrium geometry. The level of theory is ωB97M-V/def2-TZVPD.

ORCA input file:
```
! RIJCOSX wB97M-V def2-TZVPD def2/J DEFGRID3
* xyz 1 3
C -0.0968 0.4190 -0.3841
N -0.2596 -0.6277 -1.1378
N 0.1061 0.1653 1.2970
Br 0.0325 2.1400 -0.9328
Br -0.4434 -2.3854 -0.5484
Br 0.5439 1.5838 2.3313
H -0.2794 -0.5170 -2.1546
H 0.3969 -0.7780 1.5295
*
```

Values from the calculation:
<S²>: 2.01
LUMO (alpha / beta): -5.21 / -8.11 eV
HOMO (alpha / beta): -0.4017 / -0.5353 hartree
total energy: -214163.2492 eV
frontier orbital gap (alpha / beta): 5.72 / 6.45 eV

---

(5)
This record from the Open Molecules 2025 dataset describes one molecule with the formula CH4O3S in a non-equilibrium geometry. The level of theory is ωB97M-V/def2-TZVPD.

ORCA input file:
```
! RIJCOSX wB97M-V def2-TZVPD def2/J DEFGRID3
* xyz 0 1
C -0.9074 -0.1534 -0.4497
O 1.3626 -1.3941 0.3952
O 0.8678 0.8558 1.0803
O 1.2604 0.6341 -1.1752
S 0.8092 -0.1576 -0.1037
H -1.6761 -0.3236 0.4068
H -1.1548 -0.7733 -1.2280
H -1.1475 0.8273 -0.7815
H 0.5858 0.4848 1.8559
*
```

Values from the calculation:
LUMO: 0.47 eV
HOMO: -0.4295 hartree
total energy: -18078.5136 eV
structure (SMILES): CS(=O)(=O)O
frontier orbital gap: 12.16 eV

---

(6)
This record from the Open Molecules 2025 dataset describes C14H25BaClNP as an isolated structure in a non-equilibrium geometry. The level of theory is ωB97M-V/def2-TZVPD.

ORCA input file:
```
! RIJCOSX wB97M-V def2-TZVPD def2/J DEFGRID3
* xyz 0 1
C 0.5772 3.4637 -1.8389
C -0.7145 2.9562 -1.7260
C -0.9335 1.7525 -1.0656
C 0.1616 1.1024 -0.5137
C 1.4740 1.5622 -0.6293
C 1.6788 2.7683 -1.3207
C -2.3472 1.2150 -0.9242
C -2.5247 -0.0458 -0.1544
N -2.1167 -1.2875 -0.5797
Ba -1.0602 -1.5817 1.4855
C 2.5851 0.7932 0.0782
P 1.9643 -0.7647 0.8592
H -1.5758 3.4779 -2.1236
H 2.6942 3.1460 -1.4295
H 0.7319 4.4086 -2.3592
H 3.0274 1.3928 0.8972
H 3.4070 0.5217 -0.6077
H -2.9967 1.9420 -0.3894
H -2.8448 1.1634 -1.9074
H -0.0527 0.3131 0.2279
C 3.4112 -1.3988 1.7397
C 1.9160 -1.8354 -0.6163
H -3.1713 -0.0074 0.7195
C -1.6648 -1.3681 -2.0157
C -3.0322 -2.4754 -0.2401
H 0.1699 -1.8948 4.2824
H -2.1526 -2.2366 -2.4746
H -1.8961 -0.4697 -2.5970
H -0.5829 -1.5393 -2.0634
H -3.4426 -2.8568 -1.1767
H -2.4489 -3.3197 0.1987
H -3.8477 -2.1669 0.4427
H 2.9485 -1.8781 -0.9841
H 1.5884 -2.8540 -0.3527
H 1.2688 -1.4511 -1.4163
H 4.2937 -1.3670 1.0868
H 3.5797 -0.7877 2.6372
H 3.2099 -2.4317 2.0553
H -0.0391 -2.7585 3.9984
Cl -0.1602 0.6925 3.7850
C -0.3698 1.6867 2.4341
H 0.5663 2.1312 2.0827
H -1.2792 2.2875 2.4954
*
```

Values from the calculation:
LUMO: -0.62 eV
HOMO: -0.1628 hartree
total energy: -38911.4538 eV
frontier orbital gap: 3.81 eV

---

(7)
This record from the Open Molecules 2025 dataset describes one molecule with the formula C4H2ClFS2. The level of theory is ωB97M-V/def2-TZVPD.

ORCA input file:
```
! RIJCOSX wB97M-V def2-TZVPD def2/J DEFGRID3
* xyz 0 1
C -1.6414 -0.8076 0.3871
C -0.6605 0.0364 0.0334
C 0.7758 -0.1586 -0.0055
C 1.6025 0.9933 -0.4450
H -0.9804 1.0446 -0.2485
H 2.6754 0.7693 -0.4466
F -2.8936 -0.3814 0.3485
S 1.5963 -1.5387 0.3588
S 1.0711 2.4631 -0.8738
Cl -1.5453 -2.4201 0.8917
*
```

Values from the calculation:
LUMO: -2.13 eV
HOMO: -0.3354 hartree
total energy: -41088.8446 eV
structure (SMILES): F/C(Cl)=C/C(=S)C=S
frontier orbital gap: 7.00 eV

---

(8)
This record from the Open Molecules 2025 dataset describes C41H44F6N9PS3SbTi as an isolated structure in a non-equilibrium geometry. The level of theory is ωB97M-V/def2-TZVPD.

ORCA input file:
```
! RIJCOSX wB97M-V def2-TZVPD def2/J DEFGRID3
* xyz 3 1
Ti -1.0902 0.0189 0.6627
S 1.5266 0.4584 0.9035
C 2.2981 -0.4637 -0.2969
N 3.3670 -1.1757 -0.0915
C 4.0301 -1.8746 -1.2126
C 3.9612 -1.0297 -2.4405
N 2.5546 -0.6733 -2.7087
C 2.2243 -0.4610 -4.1462
C 2.9059 0.7712 -4.6983
C 3.8179 0.6230 -5.7365
C 4.4702 1.7313 -6.2661
C 4.2227 2.9928 -5.7470
C 3.3161 3.1477 -4.7006
C 2.6573 2.0441 -4.1792
C 1.7397 -0.3956 -1.7222
S 0.1389 0.0497 -1.9121
C 4.0382 -1.3542 1.2325
C 5.3398 -0.5981 1.2756
C 6.5451 -1.2891 1.2083
C 7.7516 -0.5978 1.2423
C 7.7525 0.7862 1.3402
C 6.5484 1.4811 1.4073
C 5.3452 0.7926 1.3775
H 3.5436 -2.8400 -1.3606
H 5.0668 -2.0421 -0.9361
H 4.3383 -1.5882 -3.2915
H 4.5539 -0.1198 -2.3427
H 1.1451 -0.4294 -4.2367
H 2.5889 -1.3366 -4.6784
H 4.0144 -0.3628 -6.1504
H 5.1720 1.6047 -7.0826
H 4.7329 3.8563 -6.1561
H 3.1217 4.1359 -4.2975
H 1.9437 2.1745 -3.3708
H 4.2221 -2.4232 1.3413
H 3.3479 -1.0296 2.0026
H 6.5492 -2.3747 1.1498
H 8.6872 -1.1422 1.1999
H 8.6920 1.3256 1.3743
H 6.5522 2.5610 1.4941
H 4.4076 1.3370 1.4453
N -2.1365 0.3190 4.7439
C -2.8209 1.4845 4.4297
C -2.6519 1.6694 3.1029
N -1.8815 0.6367 2.6003
C -1.5999 -0.1533 3.6222
C -0.8090 -1.3271 3.3252
N -0.3786 -1.4182 2.0867
C 0.2871 -2.6237 1.9730
C 0.2655 -3.2386 3.1774
N -0.4309 -2.3959 4.0290
H -2.0691 -0.0828 5.6659
H -3.3521 2.0600 5.1690
H -3.0320 2.4632 2.4847
H 0.6853 -2.9800 1.0365
H 0.6517 -4.1928 3.4984
H -0.6476 -2.6006 4.9913
F -1.3896 -1.4241 -0.2137
Sb -2.8246 -4.8353 -0.1055
F -1.4145 -5.7798 0.6434
F -2.4826 -3.3947 1.0523
F -3.3314 -6.1439 -1.3090
F -4.1540 -5.3205 1.0883
F -1.7609 -4.0396 -1.3960
C 1.9097 5.1746 1.7504
C 0.5212 4.6965 2.1962
C -0.1529 3.8610 1.1539
N -0.4626 2.6279 1.2791
N -1.0398 2.0668 0.1427
C -1.1454 2.9401 -0.8480
N -1.6687 2.6926 -2.0554
S -0.5586 4.4937 -0.4250
H 2.3984 5.7025 2.5680
H 1.8452 5.8642 0.9065
H 2.5391 4.3310 1.4603
H -0.1110 5.5576 2.4217
H 0.5899 4.0898 3.0972
H -1.7398 1.7431 -2.3736
H -1.6125 3.3949 -2.7751
C -4.4804 1.4602 -1.0954
P -3.7244 0.1880 -0.0408
C -4.0799 -1.3649 -0.9736
C -4.6804 -2.4811 -0.4049
C -4.8136 -3.6831 -1.1404
C -4.4347 -3.7088 -2.5003
C -3.8457 -2.5987 -3.0685
C -3.6503 -1.4591 -2.2995
C -4.7907 0.1269 1.4230
C -4.5500 -0.8268 2.4213
C -5.3425 -0.8599 3.5586
C -6.3600 0.0769 3.7280
C -6.5820 1.0417 2.7583
C -5.8001 1.0697 1.6089
H -5.5536 1.2776 -1.1077
H -4.1036 1.3894 -2.1126
H -4.2807 2.4648 -0.7193
H -5.0612 -2.4577 0.6054
H -5.4404 -4.4768 -0.7468
H -4.5949 -4.6089 -3.0781
H -3.5321 -2.6186 -4.1042
H -3.1630 -0.6102 -2.7706
H -3.7660 -1.5646 2.3017
H -5.1804 -1.6301 4.3059
H -6.9867 0.0455 4.6121
H -7.3758 1.7689 2.8843
H -6.0017 1.8308 0.8648
*
```

Values from the calculation:
LUMO: -8.80 eV
HOMO: -0.5629 hartree
total energy: -144378.4816 eV
frontier orbital gap: 6.52 eV

---

(9)
This record from the Open Molecules 2025 dataset describes a 2-piece molecular cluster, H3IN2 overall in a non-equilibrium geometry. The level of theory is ωB97M-V/def2-TZVPD.

ORCA input file:
```
! RIJCOSX wB97M-V def2-TZVPD def2/J DEFGRID3
* xyz 0 1
N -0.7256 0.3535 0.0524
N 1.6286 -0.8515 0.4975
I 2.8642 -0.0930 -0.7962
H -1.1301 0.2860 0.9251
H -0.6343 1.4655 0.0193
H 1.0281 -1.5159 0.1527
*
```

Values from the calculation:
LUMO: -2.61 eV
HOMO: -0.3138 hartree
total energy: -11123.4336 eV
frontier orbital gap: 5.93 eV

---

(10)
This record from the Open Molecules 2025 dataset describes C31H37N6O4S2SbSe4Ti as an isolated structure. The level of theory is ωB97M-V/def2-TZVPD.

ORCA input file:
```
! RIJCOSX wB97M-V def2-TZVPD def2/J DEFGRID3
* xyz 0 1
Ti -0.0366 -0.3958 0.0992
C -2.7242 -1.6377 -4.2553
C -2.7980 -0.3119 -3.5104
N -1.6691 0.5660 -3.7721
C -0.4506 0.4503 -3.2005
S 0.7460 1.6045 -3.5286
N -0.3582 -0.6258 -2.3847
N 0.8212 -0.7791 -1.7346
C 1.9613 -1.0058 -2.2760
C 2.1300 -1.3621 -3.7085
C 3.1225 -0.8870 -1.3682
C 4.4210 -1.1862 -1.7492
C 5.4409 -0.9706 -0.8327
C 5.1327 -0.4594 0.4150
C 3.8013 -0.1904 0.7072
N 2.8268 -0.3977 -0.1637
H -3.6042 -2.2444 -4.0330
H -1.8369 -2.1902 -3.9477
H -2.6808 -1.4786 -5.3337
H -2.8584 -0.4929 -2.4363
H -3.6972 0.2350 -3.7994
H -1.7741 1.3497 -4.3918
H 1.1594 -1.5640 -4.1562
H 2.7647 -2.2462 -3.7942
H 2.5868 -0.5350 -4.2526
H 4.6340 -1.5741 -2.7347
H 6.4654 -1.1981 -1.0960
H 5.8994 -0.2715 1.1532
H 3.5031 0.2102 1.6700
C -6.8125 -4.0035 -0.2022
O -5.5032 -3.6862 -0.6485
C -4.7254 -2.9274 0.1505
C -5.1426 -2.4220 1.3895
C -4.2629 -1.6561 2.1219
C -2.9736 -1.3644 1.6689
C -2.0432 -0.5976 2.4761
C -2.4679 -0.0487 3.8042
O -0.8992 -0.3237 2.0855
C -2.5773 -1.8822 0.4167
O -1.3727 -1.6440 -0.0797
C -3.4508 -2.6598 -0.3289
H -7.2525 -4.6162 -0.9830
H -7.4128 -3.1013 -0.0670
H -6.7844 -4.5700 0.7309
H -6.1289 -2.6251 1.7765
H -4.5838 -1.2763 3.0823
H -3.3263 0.6127 3.6655
H -1.6383 0.5033 4.2351
H -2.7513 -0.8524 4.4833
H -3.1315 -3.0568 -1.2828
C -1.8854 4.4552 -2.8755
C -2.5233 4.0087 -1.5701
N -1.5710 3.9604 -0.4593
C -1.0320 5.2492 -0.0078
C 0.4154 5.4677 -0.4231
C -1.1959 2.8382 0.1468
S -1.7762 1.3155 -0.4160
N -0.4257 3.0015 1.2453
C 0.4549 2.1273 1.6302
O 0.8432 1.1080 0.9425
C 1.1085 2.3269 2.9440
C 1.6609 1.2350 3.6052
C 2.2630 1.4064 4.8421
C 2.3296 2.6713 5.4084
C 1.7767 3.7639 4.7503
C 1.1578 3.5925 3.5241
H -2.6426 4.4648 -3.6615
H -1.0886 3.7683 -3.1658
H -1.4763 5.4637 -2.8028
H -2.9592 3.0213 -1.6859
H -3.3233 4.6923 -1.2727
H -1.1273 5.2967 1.0764
H -1.6742 6.0175 -0.4390
H 1.0659 4.7323 0.0480
H 0.7411 6.4620 -0.1140
H 0.5335 5.3847 -1.5030
H 1.5742 0.2498 3.1647
H 2.6596 0.5479 5.3677
H 2.8060 2.8063 6.3711
H 1.8273 4.7484 5.1968
H 0.7168 4.4296 3.0003
Se -0.2144 -3.9614 2.0385
Sb 1.3458 -3.2080 3.8566
Se 3.3886 -4.3584 4.0486
Se 0.3201 -1.8347 5.4719
Se 1.3819 -2.3848 1.1915
*
```

Values from the calculation:
LUMO: -1.07 eV
HOMO: -0.2842 hartree
total energy: -362591.5557 eV
frontier orbital gap: 6.66 eV